Computed, not measured: an isolated ion of composition C2H2NO3S and charge +1 at a distorted geometry, with ωB97M-V/def2-TZVPD.

Element x y z (Å)
C (-0.7505, 0.5241, 0.2470)
C (-0.1509, -0.4949, -0.7102)
N (1.7627, 0.3670, 1.3160)
O (2.2539, -0.2123, 2.1674)
O (0.8285, -1.0260, -0.2658)
O (-0.6250, -0.6813, -1.9087)
S (-0.0735, 0.8902, 1.6315)
H (-1.8459, 0.9108, -0.0787)
H (-1.3992, -0.2777, -2.3985)

The LUMO energy (spin up / spin down) is -7.42 / -7.42 eV. Its charge is +1. As for the HOMO energy (spin up / spin down): -15.27 / -15.27 eV. The energy above the lowest of the compared OMol25 structures with the same formula, charge and spin comes out at 0.465 eV.

---

Computed, not measured: a 3-piece molecular cluster, C28H51BN3O9P3S2 overall at a distorted geometry, with ωB97M-V/def2-TZVPD.

Element x y z (Å)
C (-2.1391, -7.7465, 4.4556)
O (-3.5456, -7.8566, 4.1731)
B (-4.3166, -6.7753, 4.4579)
O (-5.5752, -6.7029, 3.9022)
C (-3.8536, -5.5811, 5.3968)
C (-3.8445, -5.6743, 6.7966)
P (-4.3165, -7.2034, 7.6638)
C (-5.9042, -7.7827, 6.9291)
C (-4.8502, -6.5848, 9.3167)
C (-3.3952, -4.5709, 7.5306)
C (-2.9469, -3.4139, 6.9044)
C (-2.9444, -3.3168, 5.5229)
C (-3.4164, -4.4083, 4.7930)
S (-3.4134, -4.2557, 3.0189)
C (-1.8687, -3.4041, 2.8451)
C (-1.0086, -3.6880, 1.7923)
C (0.2143, -3.0348, 1.6676)
C (1.2029, -3.3203, 0.5595)
P (0.9642, -4.8694, -0.3309)
O (0.4408, -5.9740, 0.4876)
O (2.4120, -5.2030, -0.8849)
O (0.0847, -4.5877, -1.6350)
C (0.5308, -2.0774, 2.6493)
P (2.1185, -1.2183, 2.5724)
S (3.5931, -2.2965, 3.2802)
C (-0.3438, -1.7900, 3.6895)
C (-1.5628, -2.4447, 3.8073)
N (-2.4518, -2.1443, 4.8758)
H (-1.6712, -8.6443, 4.0734)
H (-1.9577, -7.6905, 5.5256)
H (-1.7152, -6.8762, 3.9663)
H (-5.5623, -6.9869, 2.9834)
H (-5.6577, -8.5387, 6.1903)
H (-6.5009, -7.0143, 6.4464)
H (-6.4460, -8.2909, 7.7210)
H (-3.9949, -6.2960, 9.9140)
H (-5.4700, -7.3207, 9.8131)
H (-5.4510, -5.6843, 9.1705)
H (-3.3475, -4.5822, 8.6070)
H (-2.5779, -2.5910, 7.4946)
H (-1.2992, -4.4549, 1.0930)
H (1.2774, -2.4880, -0.1346)
H (2.1933, -3.4119, 1.0118)
H (2.4823, -6.1650, -0.9192)
H (-0.8363, -4.4663, -1.3747)
H (1.9501, -0.0536, 3.3392)
H (2.3443, -0.8838, 1.2298)
H (-0.0790, -1.0406, 4.4230)
H (-3.2017, -1.5378, 4.5649)
C (-1.2900, 3.4454, -1.5422)
O (-0.5528, 3.1152, -2.7030)
C (0.4840, 4.0402, -3.0183)
C (1.8443, 3.3988, -2.8404)
N (2.1276, 3.1683, -1.4281)
C (3.3154, 2.3569, -1.1793)
C (3.3039, 0.9090, -1.6567)
O (2.3738, 0.0809, -0.9730)
C (1.0613, 0.0855, -1.5156)
H (-2.1234, 2.7479, -1.4747)
H (-0.6844, 3.3542, -0.6337)
H (-1.6910, 4.4613, -1.6037)
H (0.3967, 4.9557, -2.4265)
H (0.3627, 4.3103, -4.0702)
H (2.6133, 4.0554, -3.2574)
H (1.8472, 2.4640, -3.4181)
H (1.3305, 2.7112, -1.0055)
H (3.4755, 2.3465, -0.0979)
H (4.1799, 2.8608, -1.6212)
H (4.2887, 0.4882, -1.4391)
H (3.1644, 0.8229, -2.7396)
H (1.0706, 0.2375, -2.5964)
H (0.4344, 0.8474, -1.0451)
H (0.6046, -0.8831, -1.3112)
C (0.0971, 8.5941, -6.0728)
O (0.7985, 8.2473, -7.2509)
C (1.8820, 9.1159, -7.5623)
C (3.2068, 8.3988, -7.4173)
N (3.5012, 8.1189, -6.0173)
C (4.6495, 7.2429, -5.8039)
C (4.5538, 5.8075, -6.3105)
O (3.5922, 5.0197, -5.6314)
C (2.2733, 5.0896, -6.1445)
H (-0.7742, 7.9444, -6.0083)
H (0.7084, 8.4478, -5.1754)
H (-0.2449, 9.6326, -6.1073)
H (1.8560, 10.0187, -6.9460)
H (1.7626, 9.4194, -8.6064)
H (4.0014, 9.0280, -7.8284)
H (3.1526, 7.4823, -8.0205)
H (2.6884, 7.6925, -5.5925)
H (4.8229, 7.2004, -4.7258)
H (5.5332, 7.7119, -6.2475)
H (5.5185, 5.3309, -6.1170)
H (4.3950, 5.7542, -7.3938)
H (2.2601, 5.2577, -7.2237)
H (1.6993, 5.8717, -5.6388)
H (1.7861, 4.1360, -5.9375)

The LUMO energy is 0.14 eV. The SMILES is COB(O)c1c(P(C)C)ccc2c1Sc1cc(CP(=O)(O)O)c([PH2]=S)cc1N2.COCCNCCOC.COCCNCCOC. As for the HOMO energy: -7.94 eV.

---

Computed, not measured: one molecule with the formula C2HBrClNO2 at a distorted geometry, with ωB97M-V/def2-TZVPD.

Element x y z (Å)
O (0.5434, -0.4610, 2.2680)
C (0.9780, -0.6575, 1.1689)
O (1.2328, 0.2412, 0.1361)
N (0.1729, 1.0998, -0.4989)
C (-0.8260, 0.5900, -0.9386)
Cl (-1.2879, -1.1659, -1.2382)
Br (-1.8926, 2.0567, -1.7122)
H (1.0794, -1.7032, 0.8149)

The LUMO energy is -0.58 eV. The SMILES is O=CO/N=C(\Cl)Br. As for the HOMO energy: -10.83 eV. The energy above the lowest of the compared OMol25 structures with the same formula, charge and spin comes out at 1.503 eV.

---

Computed, not measured: one molecule with the formula C3H5I at a distorted geometry, with ωB97M-V/def2-TZVPD.

Element x y z (Å)
C (0.8935, 0.7262, -0.3560)
C (-0.4551, 0.1206, -0.3466)
C (-0.5798, -0.8867, 0.5430)
I (-2.4899, -1.8995, 0.9098)
H (1.0636, 1.5912, -1.1731)
H (1.2320, 1.1417, 0.6548)
H (1.5584, -0.1411, -0.6116)
H (-1.3770, 0.4498, -0.8509)
H (0.1544, -1.1022, 1.2306)

The LUMO energy is 0.47 eV. The SMILES is C/C=C/I. As for the HOMO energy: -8.93 eV. The energy above the lowest of the compared OMol25 structures with the same formula, charge and spin comes out at 0.801 eV.

---

Computed, not measured: a 10-piece molecular cluster, C42H43F7O18S3 overall at a distorted geometry, with ωB97M-V/def2-TZVPD.

Element x y z (Å)
O (-1.2122, 0.0374, -2.0792)
C (-0.9614, -0.7123, -1.1940)
O (-1.5670, -1.9077, -0.9292)
C (-0.9416, -2.5195, 0.1895)
C (0.2030, -1.6459, 0.5087)
F (1.4380, -2.1210, 0.0850)
O (-0.0385, -0.5111, -0.2483)
H (-1.6294, -2.7181, 1.0548)
H (-0.6951, -3.5502, -0.1404)
H (0.4048, -1.2785, 1.5308)
O (-7.3486, -0.8633, -3.1663)
C (-6.4668, -0.5388, -2.4085)
O (-5.2552, -0.1571, -2.7627)
C (-4.4404, 0.1389, -1.6549)
C (-5.3904, 0.0376, -0.5308)
F (-5.7345, 1.3651, -0.3016)
O (-6.4881, -0.6691, -1.0766)
H (-3.5581, -0.5154, -1.6573)
H (-4.1283, 1.1961, -1.8233)
H (-5.2182, -0.3241, 0.4610)
O (-2.3224, -4.5952, -3.4536)
S (-1.9191, -4.0946, -4.7423)
O (-1.7200, -4.9826, -5.8606)
O (-2.8699, -2.8467, -5.0773)
C (-2.2130, -1.5617, -4.9688)
C (-0.7760, -1.9542, -5.2585)
O (-0.6020, -3.1587, -4.5205)
H (-2.5795, -0.8951, -5.7611)
H (-2.3553, -1.2963, -3.9356)
H (-0.1455, -1.1782, -4.9147)
H (-0.5413, -2.1187, -6.3627)
O (-2.8345, -0.9673, 3.0870)
S (-2.6764, 0.2893, 2.4080)
O (-2.9599, 0.3697, 1.0240)
O (-3.2548, 1.4885, 3.1823)
C (-2.2390, 2.4819, 3.6135)
C (-1.0446, 1.5435, 3.8636)
O (-1.1447, 0.6727, 2.6979)
H (-2.1872, 3.3700, 2.9938)
H (-2.5382, 2.8777, 4.5901)
H (-1.2172, 1.0630, 4.8461)
H (-0.0302, 1.9531, 3.8637)
O (4.2575, 0.3117, 4.0059)
S (3.5529, 0.0689, 2.8030)
O (2.1333, 0.4133, 2.7435)
O (4.4354, 0.6351, 1.5785)
C (4.2711, -0.3705, 0.4890)
C (4.2345, -1.7417, 1.0999)
O (3.6225, -1.4238, 2.3735)
H (3.2898, -0.1784, -0.0138)
H (5.1262, -0.1254, -0.1844)
H (5.2025, -2.1209, 1.2616)
H (3.5748, -2.4710, 0.6084)
F (1.1497, 3.7321, 2.3744)
C (0.0800, 3.9548, 1.5195)
C (-0.4361, 5.2883, 1.5674)
C (-1.6449, 5.4839, 0.9237)
C (-2.1754, 4.4632, 0.0743)
C (-1.4732, 3.3062, -0.1377)
C (-0.3420, 3.0416, 0.6407)
H (0.0414, 6.0204, 2.1591)
H (-2.2013, 6.3766, 1.0931)
H (-3.1111, 4.6275, -0.3799)
H (-1.7032, 2.5518, -0.9084)
H (0.0819, 2.0371, 0.5996)
F (4.1183, 6.7999, -2.1567)
C (4.0431, 6.1308, -0.9556)
C (3.6375, 4.7975, -0.8753)
C (3.6826, 4.1198, 0.3288)
C (4.1574, 4.7287, 1.4303)
C (4.5571, 6.0339, 1.3795)
C (4.4973, 6.7906, 0.1874)
H (3.3122, 4.3024, -1.7732)
H (3.5916, 3.0380, 0.2685)
H (4.1161, 4.1078, 2.3271)
H (4.9632, 6.4751, 2.2815)
H (4.7325, 7.8595, 0.0287)
F (2.9732, 2.1152, -6.5436)
C (2.4158, 2.6301, -5.4231)
C (2.2919, 4.0020, -5.3239)
C (1.6751, 4.5565, -4.2508)
C (1.2145, 3.7501, -3.2082)
C (1.3720, 2.4086, -3.3157)
C (2.0537, 1.8547, -4.4104)
H (2.7267, 4.5670, -6.1496)
H (1.4703, 5.6054, -4.2539)
H (0.6891, 4.1169, -2.3356)
H (1.0258, 1.7090, -2.5563)
H (2.3161, 0.7772, -4.4462)
F (-0.0240, -2.9298, 3.5878)
C (-0.8122, -3.5193, 4.5248)
C (-1.1023, -4.8512, 4.5262)
C (-1.8167, -5.4161, 5.6214)
C (-2.3051, -4.6322, 6.6043)
C (-2.0136, -3.2350, 6.5724)
C (-1.1373, -2.7418, 5.5859)
H (-0.7102, -5.5038, 3.7241)
H (-2.0743, -6.4635, 5.5829)
H (-2.8895, -5.0435, 7.4576)
H (-2.3327, -2.5459, 7.3641)
H (-0.7977, -1.7075, 5.6170)
F (2.6151, -3.8318, -2.0375)
C (1.9146, -4.8331, -1.4212)
C (0.5934, -4.9218, -1.7890)
C (-0.1431, -5.8615, -1.0910)
C (0.3055, -6.6215, -0.0064)
C (1.6217, -6.3471, 0.4045)
C (2.4354, -5.4593, -0.2984)
H (0.1908, -4.2732, -2.5923)
H (-1.1836, -5.9138, -1.2283)
H (-0.2647, -7.4811, 0.3446)
H (2.0814, -6.8380, 1.2215)
H (3.4485, -5.3885, 0.0095)

The LUMO energy is 0.26 eV. The SMILES is O=C1OC[C@@H](F)O1.O=C1OC[C@@H](F)O1.O=S1(=O)OCCO1.O=S1(=O)OCCO1.O=S1(=O)OCCO1.Fc1ccccc1.Fc1ccccc1.Fc1ccccc1.Fc1ccccc1.Fc1ccccc1. As for the HOMO energy: -9.41 eV. The energy above the lowest of the compared OMol25 structures with the same formula, charge and spin comes out at 0.000 eV.

---

Computed, not measured: C8H24AgO8 as an isolated structure at a distorted geometry, with ωB97M-V/def2-TZVPD.

Element x y z (Å)
Ag (-0.0388, -0.3549, 0.6143)
C (0.6397, 1.3850, -2.4460)
C (1.7917, 2.1904, -1.7300)
O (1.2706, 3.4739, -1.2737)
O (-0.3315, 1.0435, -1.4622)
H (1.0527, 0.4774, -2.8863)
H (0.2621, 1.9457, -3.3011)
H (2.6383, 2.4000, -2.3839)
H (2.1786, 1.5216, -0.9611)
H (1.1443, 3.4221, -0.3235)
H (-0.7567, 1.8574, -1.1822)
C (-2.9588, 0.9320, 1.1185)
C (-2.0410, 1.8097, 1.9664)
O (-0.8226, 1.8058, 1.2158)
O (-2.5443, -0.3882, 1.3428)
H (-2.6211, 1.0240, 0.0862)
H (-4.0142, 1.1936, 1.1944)
H (-1.9332, 1.5459, 3.0185)
H (-2.4984, 2.7969, 2.0327)
H (-0.4751, 2.6620, 1.4762)
H (-3.2134, -1.0460, 1.1397)
C (3.2578, 0.5621, 2.2903)
C (3.2139, -0.7871, 1.4940)
O (2.0601, -1.6060, 1.8918)
O (2.0392, 1.2995, 2.0430)
H (4.0187, 1.2755, 1.9737)
H (3.3702, 0.2246, 3.3206)
H (4.1499, -1.3447, 1.5276)
H (3.0120, -0.5855, 0.4420)
H (2.1863, -2.3694, 1.3236)
H (1.6545, 1.5039, 2.8985)
C (-2.0762, -2.5898, -2.0419)
C (-0.9916, -3.3818, -1.2588)
O (0.0412, -2.5329, -0.9343)
O (-3.2451, -3.4738, -2.0621)
H (-1.8718, -2.3839, -3.0925)
H (-2.2944, -1.7092, -1.4377)
H (-0.6490, -4.2795, -1.7735)
H (-1.3854, -3.6572, -0.2805)
H (0.8184, -2.9064, -1.3562)
H (-4.0374, -2.9561, -2.2232)

The LUMO energy is -2.87 eV. Its charge is +1. As for the HOMO energy: -13.12 eV. The energy above the lowest of the compared OMol25 structures with the same formula, charge and spin comes out at 1.406 eV.

---

In order of appearance, electronic energy = -755.64266; -3784.34004; -3316.13125; -414.94496; -4874.06315; -1067.76934 hartree.